(1)
C16H8Cl5FNO2Ru as an isolated structure. Source: the Open Molecules 2025 dataset; level of theory: the ωB97M-V functional and the def2-TZVPD basis.

Geometry as ORCA input:
```
! RIJCOSX wB97M-V def2-TZVPD def2/J DEFGRID3
* xyz 1 1
Ru -0.079 -0.588 -0.001
Cl -0.072 -0.262 2.391
C -0.084 1.392 1.786
C -0.048 1.325 0.412
C 0.025 2.501 -0.318
Cl 0.093 2.417 -2.020
C 0.005 3.717 0.369
Cl 0.054 5.184 -0.501
C -0.052 3.737 1.774
Cl -0.071 5.223 2.605
C -0.094 2.548 2.523
Cl -0.151 2.514 4.225
O 1.153 -2.258 0.012
C 2.196 -1.628 -0.364
C 3.602 -2.101 -0.533
C 4.318 -0.787 -0.884
C 3.235 0.295 -0.835
O 3.370 1.477 -0.954
N 2.006 -0.348 -0.590
H 3.655 -2.856 -1.318
H 3.955 -2.565 0.388
H 4.757 -0.793 -1.880
H 5.109 -0.526 -0.183
F -5.632 -2.010 -1.255
C -4.386 -1.774 -0.884
C -3.534 -1.157 -1.785
C -2.236 -0.949 -1.357
C -1.829 -1.300 -0.060
C -2.720 -1.949 0.818
C -4.003 -2.184 0.402
H -3.888 -0.882 -2.767
H -1.520 -0.477 -2.045
H -2.395 -2.262 1.801
H -4.738 -2.675 1.026
*
```

Kohn-Sham gap: 6.287 eV
Energy relative to the best compared isomer or geometry (same formula, charge and spin): 107.2 kJ/mol
E: -90209.5297 eV

=====

(2)
C18H28CeNS as an isolated structure. Source: the Open Molecules 2025 dataset; level of theory: the ωB97M-V functional and the def2-TZVPD basis.

Geometry as ORCA input:
```
! RIJCOSX wB97M-V def2-TZVPD def2/J DEFGRID3
* xyz 2 2
C 2.191 -1.946 -0.463
H 2.003 -2.981 -0.131
H 2.770 -1.904 -1.392
H -2.482 -0.188 -0.204
C 2.695 -1.036 0.653
H 3.313 -0.220 0.248
H 1.866 -0.514 1.196
C 3.523 -1.779 1.731
H 3.799 -1.101 2.545
H 2.952 -2.613 2.154
H 4.444 -2.176 1.293
C -0.785 1.265 -1.217
C 0.636 1.375 -1.006
C 1.285 0.575 -2.007
C 0.278 -0.134 -2.748
C -1.008 0.328 -2.290
C -2.329 -0.046 -2.872
C 0.531 -1.210 -3.744
C 2.736 0.625 -2.345
C 1.305 2.295 -0.043
C -1.806 2.138 -0.565
Ce 0.007 -0.989 -0.439
H -0.372 -1.409 -4.332
H 1.335 -0.908 -4.427
H 0.843 -2.162 -3.275
H -2.187 -0.568 -3.824
H -2.919 -0.707 -2.220
H -2.935 0.852 -3.058
H -1.622 2.248 0.512
H -1.780 3.151 -1.000
H -2.824 1.754 -0.705
H 2.255 1.883 0.321
H 1.529 3.264 -0.514
H 0.669 2.492 0.828
H 3.335 -0.080 -1.764
H 2.889 0.387 -3.404
H 3.140 1.627 -2.154
S -2.706 -1.333 0.558
C -2.485 -0.671 2.179
N -3.424 0.236 2.604
C -3.385 0.818 3.845
C -2.363 0.477 4.705
C -1.406 -0.467 4.315
C -1.471 -1.047 3.048
H -4.178 0.472 1.959
H -4.181 1.525 4.059
H -2.317 0.948 5.684
H -0.614 -0.753 5.004
H -0.750 -1.792 2.703
*
```

Kohn-Sham gap (alpha / beta): 5.295 / 5.266 eV
Energy relative to the best compared isomer or geometry (same formula, charge and spin): 159.3 kJ/mol
E: -44357.7207 eV

=====

(3)
C51H56N6O7PRb as an isolated structure. Source: the Open Molecules 2025 dataset; level of theory: the ωB97M-V functional and the def2-TZVPD basis.

Geometry as ORCA input:
```
! RIJCOSX wB97M-V def2-TZVPD def2/J DEFGRID3
* xyz -2 1
Rb -0.312 -1.041 -1.311
O -1.422 -0.882 -6.258
C -1.092 -1.096 -5.069
O -0.947 -0.376 -4.027
C -0.704 -2.564 -4.879
C -0.399 -3.384 -5.976
C -0.113 -4.729 -5.729
C -0.251 -5.255 -4.465
C -0.561 -4.347 -3.398
N -0.714 -3.063 -3.668
C -0.769 -4.820 -1.961
O -0.838 -6.075 -1.867
O -0.904 -3.920 -1.107
H -0.360 -3.024 -6.992
H 0.195 -5.341 -6.563
H -0.083 -6.324 -4.265
C 6.295 3.121 -1.876
C 5.296 4.047 -1.218
C 4.900 5.154 -2.189
C 5.873 4.674 0.083
C 4.017 3.198 -0.855
C 4.121 2.021 -0.085
C 2.995 1.232 0.132
N 1.811 1.457 -0.421
C 1.681 2.561 -1.199
C 2.762 3.452 -1.390
C 0.426 2.875 -1.822
C 0.455 3.711 -2.972
C -0.723 4.144 -3.563
C -1.935 3.645 -2.997
C -1.893 2.801 -1.884
N -0.748 2.382 -1.322
C -0.712 5.123 -4.769
C -2.119 5.298 -5.356
C -0.120 6.477 -4.301
C 0.210 4.512 -5.875
H 7.014 3.763 -2.395
H 5.818 2.453 -2.633
H 6.845 2.482 -1.173
H 5.799 5.725 -2.441
H 4.188 5.864 -1.717
H 4.509 4.717 -3.124
H 6.720 5.324 -0.188
H 6.267 3.895 0.700
H 5.169 5.297 0.578
H 4.994 1.697 0.462
H 3.109 0.340 0.729
H 2.592 4.386 -1.953
H 1.388 4.023 -3.447
H -2.936 3.840 -3.433
H -2.831 2.420 -1.413
H -2.786 5.705 -4.594
H -2.511 4.354 -5.742
H -2.170 6.008 -6.217
H -0.747 6.866 -3.489
H -0.139 7.220 -5.087
H 0.894 6.425 -3.915
H -0.043 3.461 -6.047
H 1.268 4.483 -5.543
H 0.157 5.110 -6.774
C 3.898 -3.835 -1.343
C 4.485 -4.402 -0.245
C 4.244 -3.906 1.020
C 3.387 -2.766 1.126
N 2.786 -2.236 0.047
C 3.064 -2.751 -1.151
C 3.180 -2.129 2.429
C 3.958 -2.363 3.579
C 3.493 -1.909 4.831
C 2.359 -1.121 4.928
C 1.747 -0.810 3.707
N 2.139 -1.305 2.533
H 4.131 -4.210 -2.305
H 5.137 -5.206 -0.415
H 4.628 -4.423 1.903
H 2.693 -2.187 -1.956
H 4.877 -2.975 3.499
H 3.993 -2.199 5.726
H 2.025 -0.621 5.823
H 0.852 -0.216 3.707
N -3.877 1.903 0.905
C -4.986 1.013 0.803
C -4.806 -0.420 1.420
C -3.514 -1.210 1.086
O -3.109 -1.560 -0.010
O -2.792 -1.482 2.291
H -3.086 1.533 1.424
H -4.086 2.858 1.191
H -5.262 0.938 -0.256
H -5.863 1.425 1.324
H -5.708 -1.042 1.167
H -4.962 -0.259 2.497
O -1.045 2.319 1.484
H -0.203 2.235 1.963
H -0.833 2.174 0.547
C -1.865 -4.131 2.412
P -2.771 -2.780 3.288
C -4.369 -3.478 3.581
C -4.970 -3.184 4.816
C -6.038 -3.932 5.333
C -6.634 -4.906 4.539
C -6.090 -5.161 3.263
C -4.916 -4.553 2.817
C -2.023 -2.036 4.805
C -2.183 -0.638 4.824
C -1.665 0.108 5.872
C -1.182 -0.534 6.982
C -1.068 -1.932 7.023
C -1.471 -2.673 5.957
H -1.988 -4.139 1.305
H -2.221 -5.089 2.822
H -0.803 -4.075 2.721
H -4.547 -2.365 5.440
H -6.430 -3.648 6.303
H -7.488 -5.505 4.871
H -6.547 -5.884 2.597
H -4.402 -4.857 1.885
H -2.579 -0.072 3.968
H -1.610 1.212 5.864
H -0.835 0.084 7.818
H -0.727 -2.440 7.929
H -1.410 -3.750 5.957
*
```

Kohn-Sham gap (alpha / beta): 2.812 / 1.714 eV
Energy relative to the best compared isomer or geometry (same formula, charge and spin): 349.8 kJ/mol
E: -87012.8419 eV

=====

(4)
C36H36BHgN9OP2 as an isolated structure. Source: the Open Molecules 2025 dataset; level of theory: the ωB97M-V functional and the def2-TZVPD basis.

Geometry as ORCA input:
```
! RIJCOSX wB97M-V def2-TZVPD def2/J DEFGRID3
* xyz -1 2
Hg -0.410 -0.386 0.202
B -3.006 0.689 -1.891
N -3.126 1.181 -0.423
C -3.891 2.161 0.074
C -3.656 2.268 1.434
C -2.695 1.290 1.697
N -2.398 0.640 0.575
N -1.628 1.147 -2.479
C -1.393 1.913 -3.554
C -0.024 2.070 -3.697
C 0.515 1.342 -2.630
N -0.460 0.791 -1.916
H -3.070 -0.516 -1.902
H -3.871 1.222 -2.546
H -4.547 2.716 -0.576
H -4.099 2.962 2.126
H -2.169 1.044 2.611
H -2.217 2.290 -4.137
H 0.502 2.622 -4.456
H 1.543 1.188 -2.339
C 1.873 -2.484 -2.642
N 1.880 -2.634 -1.181
P 3.124 -1.467 -0.434
C 4.528 -2.667 -0.566
C 4.478 -3.934 -1.138
C 5.613 -4.737 -1.206
C 6.822 -4.283 -0.704
C 6.888 -3.017 -0.131
C 5.755 -2.223 -0.067
C 2.886 -1.340 1.282
C 3.223 -2.349 2.212
C 3.140 -2.163 3.605
C 2.739 -0.992 4.185
C 2.331 0.172 3.352
C 2.398 -0.008 1.803
P 0.390 -2.649 -0.415
C -0.679 -3.578 -1.561
C -0.787 -4.967 -1.549
C -1.595 -5.612 -2.474
C -2.301 -4.878 -3.418
C -2.203 -3.494 -3.431
C -1.399 -2.848 -2.504
C 0.580 -3.691 1.044
C -0.061 -3.332 2.225
C 0.078 -4.119 3.358
C 0.855 -5.267 3.315
C 1.514 -5.618 2.144
C 1.387 -4.826 1.015
H 2.909 -2.418 -2.980
H 1.355 -1.578 -2.981
H 1.416 -3.350 -3.123
H 3.536 -4.306 -1.521
H 5.546 -5.723 -1.650
H 7.705 -4.908 -0.754
H 7.824 -2.653 0.275
H 5.804 -1.247 0.403
H 3.598 -3.297 1.845
H 3.424 -2.995 4.244
H 2.672 -0.900 5.263
H 2.778 1.109 3.702
H 2.913 0.816 1.295
H -0.252 -5.547 -0.809
H -1.679 -6.691 -2.453
H -2.934 -5.385 -4.135
H -2.763 -2.910 -4.150
H -1.342 -1.766 -2.503
H -0.637 -2.415 2.279
H -0.399 -3.815 4.280
H 0.974 -5.874 4.205
H 2.149 -6.495 2.118
H 1.942 -5.061 0.114
O -0.165 0.514 3.825
C 0.811 0.337 3.101
N 0.928 0.226 1.772
N -2.494 5.584 -0.814
C -1.683 4.884 0.069
C -0.938 3.775 -0.367
N -0.220 3.052 0.464
C -0.233 3.415 1.753
C -0.943 4.522 2.168
N -1.668 5.272 1.333
H -2.218 5.545 -1.781
H -2.730 6.509 -0.490
H -0.940 3.486 -1.414
H 0.314 2.793 2.448
H -0.935 4.822 3.210
*
```

Kohn-Sham gap (alpha / beta): 4.532 / 6.803 eV
Energy relative to the best compared isomer or geometry (same formula, charge and spin): 91.9 kJ/mol
E: -76805.1881 eV

=====

(5)
C21H41FINO2S2Si2 as an isolated structure. Source: the Open Molecules 2025 dataset; level of theory: the ωB97M-V functional and the def2-TZVPD basis.

Geometry as ORCA input:
```
! RIJCOSX wB97M-V def2-TZVPD def2/J DEFGRID3
* xyz 0 1
C 5.412 -1.070 1.209
C 4.079 -0.416 0.842
C 4.215 1.096 0.940
C 2.878 1.851 0.930
C 2.560 2.468 2.294
C 1.584 3.638 2.215
C 0.165 3.197 1.837
C -0.906 3.581 2.874
C -1.897 2.441 3.142
Si -3.306 2.295 1.929
S -4.784 3.715 2.588
I -2.753 2.931 -0.381
O -3.989 0.783 2.073
Si -3.490 -0.465 1.060
S -1.363 -0.535 0.765
C -4.429 -0.369 -0.568
C -3.618 -0.568 -1.855
C -3.453 -2.046 -2.263
C -2.054 -2.625 -2.036
N -0.976 -1.803 -2.582
C -3.997 -2.060 1.956
O -3.420 -3.208 1.348
C -2.444 -3.891 2.106
H 5.622 -0.899 2.258
H 6.203 -0.587 0.641
H 5.424 -2.133 0.998
H 3.317 -0.788 1.526
H 3.810 -0.725 -0.162
H 4.739 1.300 1.868
H 4.853 1.425 0.125
H 2.082 1.167 0.643
H 2.904 2.645 0.191
H 3.482 2.826 2.742
H 2.121 1.712 2.944
H 1.593 4.183 3.153
H 1.955 4.326 1.460
H -0.084 3.685 0.903
H 0.128 2.129 1.647
H -1.424 4.501 2.628
H -0.401 3.772 3.817
H -1.383 1.495 3.274
H -2.393 2.647 4.091
H -5.262 4.124 1.408
H -0.880 -0.953 1.944
H -4.883 0.617 -0.584
H -5.246 -1.080 -0.497
H -4.168 -0.088 -2.659
H -2.662 -0.063 -1.814
H -4.199 -2.657 -1.772
H -3.664 -2.126 -3.327
H -1.927 -2.798 -0.972
H -2.019 -3.590 -2.535
H -1.324 -1.055 -3.165
H -0.399 -1.418 -1.846
H -3.811 -1.982 3.027
H -5.078 -2.142 1.846
H -2.658 -4.956 2.061
H -1.448 -3.756 1.689
H -2.444 -3.604 3.155
F 4.419 -2.115 -2.208
C 3.689 -1.637 -3.236
C 4.318 -1.359 -4.433
C 3.559 -0.878 -5.489
C 2.193 -0.681 -5.336
C 1.582 -0.969 -4.123
C 2.332 -1.452 -3.062
H 5.384 -1.518 -4.529
H 4.035 -0.660 -6.435
H 1.605 -0.308 -6.163
H 0.518 -0.825 -4.001
H 1.874 -1.694 -2.112
*
```

Kohn-Sham gap: 9.266 eV
E: -76276.3076 eV

=====

(6)
The molecule C5H13NO. Source: the Open Molecules 2025 dataset; level of theory: the ωB97M-V functional and the def2-TZVPD basis.

Geometry as ORCA input:
```
! RIJCOSX wB97M-V def2-TZVPD def2/J DEFGRID3
* xyz 0 1
C -1.144 -2.016 -1.177
C -1.797 -0.656 -1.083
N -1.370 0.322 0.177
C 0.065 0.020 0.575
C 0.786 1.397 0.733
C 2.230 1.125 1.314
O 0.940 2.085 -0.444
H -0.421 -2.341 -0.343
H -1.929 -2.883 -1.307
H -0.674 -2.092 -2.231
H -2.904 -0.665 -0.996
H -1.369 -0.034 -1.954
H -1.918 -0.060 0.938
H 0.539 -0.550 -0.212
H 0.219 -0.679 1.503
H 0.235 2.159 1.299
H 3.072 1.481 0.684
H 2.322 0.099 1.462
H 2.413 1.757 2.178
H 0.708 1.531 -1.114
*
```

Kohn-Sham gap: 10.350 eV
SMILES string: CCNC[C@@H](C)O
Energy relative to the best compared isomer or geometry (same formula, charge and spin): 286.5 kJ/mol
E: -8931.0419 eV